This record from the OMol25 dataset describes a 2-piece molecular cluster, C28H25N5O6Si overall in a non-equilibrium geometry. The level of theory is wB97M-V/def2-TZVPD.

Summary:
* SMILES: O=[N+]([O-])c1cc([N+](=O)[O-])c2no[n+]([O-])c2c1.c1ccc([Si](c2ccccc2)(c2ccccc2)[C@@H]2CCCN2)cc1
* total charge: 0
* orbital gap: 5.251 eV
* spin multiplicity: 1
* HOMO: -8.092 eV
* energy above the lowest of the compared OMol25 structures with the same formula, charge and spin: 273.0 kJ/mol

Geometry as XYZ:
```
65
C28H25N5O6Si, DFT wB97M-V/def2-TZVPD
C -0.243 2.717 0.878
C 0.291 2.787 -0.425
C -0.453 2.201 -1.477
C -1.522 1.337 -1.123
Si -3.400 1.329 -1.440
C -3.495 2.700 -2.743
C -3.460 2.407 -4.118
C -3.053 3.388 -5.031
C -2.705 4.665 -4.575
C -2.852 4.988 -3.222
C -3.271 4.015 -2.316
C -4.050 -0.192 -2.316
C -3.222 -1.314 -2.246
C -3.610 -2.504 -2.873
C -4.789 -2.542 -3.624
C -5.615 -1.412 -3.711
C -5.246 -0.230 -3.056
C -4.408 1.362 0.208
C -4.968 2.759 0.453
C -5.322 2.801 1.960
C -4.583 1.622 2.600
N -3.902 0.917 1.517
C -1.447 0.787 0.164
C -1.186 1.726 1.165
H 0.003 3.417 1.676
H 1.234 3.323 -0.603
H -0.239 2.416 -2.522
H -3.704 1.407 -4.480
H -2.977 3.151 -6.093
H -2.319 5.418 -5.265
H -2.618 5.983 -2.844
H -3.360 4.267 -1.261
H -2.270 -1.245 -1.711
H -2.979 -3.386 -2.771
H -5.067 -3.453 -4.149
H -6.537 -1.433 -4.294
H -5.871 0.666 -3.119
H -5.258 0.694 -0.061
H -4.170 3.485 0.226
H -5.777 3.026 -0.241
H -4.968 3.756 2.360
H -6.402 2.704 2.066
H -3.825 1.970 3.310
H -5.210 0.964 3.228
H -3.976 -0.097 1.611
H -1.677 -0.259 0.325
H -1.763 1.793 2.079
O 0.280 -3.355 7.279
N 0.035 -3.608 6.088
O 0.179 -4.754 5.607
C -0.477 -2.623 5.158
C -1.207 -2.974 4.014
C -1.842 -1.972 3.235
N -2.679 -2.428 2.163
O -2.922 -3.646 2.110
O -3.135 -1.626 1.292
C -1.677 -0.586 3.518
C -0.914 -0.260 4.643
N -0.532 0.964 5.208
O -0.694 2.125 4.867
O 0.201 0.648 6.382
N 0.344 -0.694 6.522
C -0.331 -1.234 5.472
H -1.295 -4.007 3.701
H -2.030 0.213 2.878
```


This record from the OMol25 dataset describes a single C6H9N molecule in a non-equilibrium geometry. The level of theory is wB97M-V/def2-TZVPD.

Summary:
* SMILES: CCc1cc[nH]c1
* total charge: 0
* orbital gap: 9.055 eV
* spin multiplicity: 1
* HOMO: -7.990 eV
* energy above the lowest of the compared OMol25 structures with the same formula, charge and spin: 94.5 kJ/mol

Geometry as XYZ:
```
16
C6H9N, DFT wB97M-V/def2-TZVPD
C -0.411 -1.818 1.388
C 0.468 -0.571 1.268
C 0.269 0.187 -0.048
C -0.919 0.848 -0.367
N -0.729 1.462 -1.582
C 0.612 1.516 -1.818
C 1.264 0.672 -0.967
H -0.417 -2.223 2.398
H -0.213 -2.661 0.718
H -1.478 -1.621 1.208
H 1.487 -0.897 1.468
H 0.154 0.200 1.978
H -1.923 0.723 0.014
H -1.428 1.876 -2.155
H 1.063 2.173 -2.551
H 2.201 0.135 -0.950
```


This record from the OMol25 dataset describes a 2-piece molecular cluster, C3H9NO overall in a non-equilibrium geometry. The level of theory is wB97M-V/def2-TZVPD.

Summary:
* total charge: +1
* orbital gap (spin up / spin down): 6.697 / 3.019 eV
* <S²>: 0.7578
* spin multiplicity: 2
* HOMO (spin up / spin down): -13.652 / -13.653 eV
* energy above the lowest of the compared OMol25 structures with the same formula, charge and spin: 358.1 kJ/mol

Geometry as XYZ:
```
14
C3H9NO, DFT wB97M-V/def2-TZVPD
C -1.955 -1.511 -1.176
N -0.959 -2.127 -0.683
H -2.635 -0.966 -0.519
H -2.229 -1.559 -2.229
H -0.677 -2.922 -1.261
H 0.669 -0.343 -0.543
C 0.468 0.922 0.905
O 0.658 0.643 -0.475
C 1.593 1.876 1.351
H -0.537 1.359 1.044
H 0.443 -0.015 1.461
H 1.506 2.805 0.802
H 1.444 2.026 2.418
H 2.550 1.393 1.190
```


This record from the OMol25 dataset describes a 2-piece molecular cluster, C4H10OSi2 overall in a non-equilibrium geometry. The level of theory is wB97M-V/def2-TZVPD.

Summary:
* SMILES: C=C[Si](=O)C=C.[SiH4]
* total charge: 0
* orbital gap: 9.686 eV
* spin multiplicity: 1
* HOMO: -10.093 eV
* energy above the lowest of the compared OMol25 structures with the same formula, charge and spin: 329.5 kJ/mol

Geometry as XYZ:
```
17
C4H10OSi2, DFT wB97M-V/def2-TZVPD
C 1.491 -0.123 1.997
C -2.141 0.570 0.853
C 1.306 0.554 0.939
C -1.565 1.650 0.343
O 0.943 2.036 -1.544
Si 0.337 -1.728 -1.835
Si 0.142 1.490 -0.373
H 2.538 -0.435 2.161
H 0.668 -0.487 2.649
H -3.153 0.602 1.137
H -1.786 -0.373 0.770
H 2.192 0.691 0.376
H -2.212 2.486 0.037
H -0.129 -0.562 -2.381
H -0.760 -2.345 -1.246
H 0.975 -2.486 -3.141
H 1.153 -1.540 -0.742
```